C53H46B3NO19 | wB97M-V/def2-TZVPD

Last column: Löwdin charge in e.
Element x y z (Å)
O  3.8558  3.7533  -5.4475  0.100
C  2.9220  4.0759  -4.7440  -0.373
C  2.8729  5.4111  -4.0945  0.023
C  1.8520  5.7623  -3.3184  0.034
C  0.7256  4.8321  -3.0777  -0.347
O  -0.2146  5.1400  -2.3685  0.077
C  0.7665  3.5007  -3.7263  0.033
C  1.7888  3.1485  -4.5001  0.040
H  3.7113  6.0674  -4.2836  0.117
H  1.7967  6.7278  -2.8312  0.125
H  -0.0701  2.8534  -3.5153  0.081
H  1.8476  2.1817  -4.9840  0.126
O  -5.0787  -6.1570  -1.4306  0.102
C  -4.9073  -4.9559  -1.4425  -0.382
C  -5.6461  -4.0877  -2.3941  0.022
C  -5.4583  -2.7718  -2.4071  0.029
C  -4.5072  -2.1284  -1.4673  -0.363
O  -4.3420  -0.9257  -1.4805  0.079
C  -3.7722  -2.9931  -0.5114  0.029
C  -3.9560  -4.3097  -0.5040  0.019
H  -6.3347  -4.5867  -3.0640  0.122
H  -5.9826  -2.1114  -3.0868  0.124
H  -3.0913  -2.4916  0.1595  0.107
H  -3.4331  -4.9655  0.1745  0.097
O  9.8515  3.8644  -5.7350  0.096
C  8.9113  4.1885  -5.0401  -0.379
C  8.8618  5.5237  -4.3913  0.024
C  7.8362  5.8754  -3.6216  0.023
C  6.7014  4.9476  -3.3813  -0.377
O  5.7664  5.2743  -2.6792  0.093
C  6.7535  3.6146  -4.0282  0.023
C  7.7775  3.2619  -4.8005  0.025
H  9.7012  6.1805  -4.5812  0.122
H  7.7756  6.8413  -3.1362  0.122
H  5.9155  2.9568  -3.8411  0.118
H  7.8360  2.2939  -5.2826  0.112
O  -2.4735  -3.6871  2.0569  0.090
C  -2.6751  -4.2118  3.1334  -0.355
C  -3.4492  -5.4723  3.2550  0.036
C  -3.6624  -6.0314  4.4419  0.024
C  -3.1322  -5.4290  5.6888  -0.373
O  -3.3184  -5.9565  6.7656  0.099
C  -2.3588  -4.1689  5.5688  0.021
C  -2.1474  -3.6061  4.3823  0.031
H  -3.8235  -5.9091  2.3381  0.118
H  -4.2183  -6.9525  4.5576  0.118
H  -1.9784  -3.7440  6.4909  0.114
H  -1.5843  -2.6885  4.2663  0.125
O  8.5433  0.0513  -4.4082  0.093
C  9.4650  0.2530  -3.6453  -0.384
C  9.4425  -0.2769  -2.2586  0.021
C  10.4465  -0.0464  -1.4177  0.021
C  11.6311  0.7499  -1.8310  -0.386
O  12.5440  0.9596  -1.0627  0.108
C  11.6519  1.2782  -3.2185  0.027
C  10.6495  1.0454  -4.0616  0.017
H  8.5685  -0.8519  -1.9802  0.122
H  10.4536  -0.4199  -0.4016  0.122
H  12.5231  1.8572  -3.4971  0.124
H  10.6423  1.4256  -5.0757  0.114
O  4.2154  -4.4742  4.5362  0.111
C  3.3334  -4.0889  5.2708  -0.385
C  3.3513  -2.7177  5.8438  0.023
C  2.3822  -2.2929  6.6498  0.021
C  1.2431  -3.1731  7.0111  -0.388
O  0.3502  -2.7857  7.7349  0.098
C  1.2271  -4.5433  6.4431  0.013
C  2.1915  -4.9684  5.6322  0.026
H  4.1915  -2.0951  5.5644  0.122
H  2.3718  -1.2981  7.0766  0.122
H  0.3860  -5.1652  6.7240  0.118
H  2.1965  -5.9612  5.2005  0.124
O  -2.1776  -9.1808  4.4519  0.096
C  -2.7426  -9.9443  5.2075  -0.382
C  -3.4240  -9.4492  6.4314  0.023
C  -4.0426  -10.2877  7.2586  0.027
C  -4.0777  -11.7487  6.9933  -0.386
O  -4.6422  -12.5119  7.7457  0.109
C  -3.3941  -12.2407  5.7692  0.022
C  -2.7754  -11.4041  4.9411  0.019
H  -3.3855  -8.3801  6.6088  0.095
H  -4.5453  -9.9533  8.1571  0.124
H  -3.4324  -13.3088  5.5976  0.122
H  -2.2715  -11.7378  4.0430  0.121
O  -0.6172  9.4488  -0.1965  0.104
C  -1.1793  8.5328  0.3654  -0.381
C  -2.0457  8.7728  1.5486  0.018
C  -2.6620  7.7680  2.1647  0.019
C  -2.5099  6.3658  1.6957  -0.386
O  -3.0758  5.4525  2.2576  0.104
C  -1.6431  6.1295  0.5156  0.020
C  -1.0271  7.1328  -0.1025  0.024
H  -2.1423  9.8017  1.8711  0.120
H  -3.2987  7.9158  3.0277  0.121
H  -1.5437  5.1021  0.1877  0.108
H  -0.4009  6.9731  -0.9676  0.092
N  -1.3845  2.0098  -1.4873  0.018
C  -2.1348  1.3985  -2.6007  -0.280
C  -2.5975  2.3416  -3.7137  -0.195
C  -3.2474  3.6729  -3.2832  -0.181
C  -4.0414  3.6697  -1.9659  -0.166
C  -5.3648  4.4942  -2.0649  -0.039
B  -6.5590  3.5045  -2.1458  -0.541
O  -7.3237  3.3309  -3.2954  0.270
B  -8.0602  2.1747  -3.3383  -0.320
O  -7.5698  1.0481  -2.6883  0.220
B  -6.9177  1.3301  -1.5067  -0.359
O  -6.8410  2.6421  -1.0898  0.251
H  -1.2587  3.0069  -1.6011  0.025
H  -1.8885  1.8450  -0.6292  0.065
H  -1.4807  0.6560  -3.0739  0.100
H  -2.9871  0.8282  -2.2332  0.075
H  -3.3403  1.7889  -4.2980  0.110
H  -1.7936  2.5474  -4.4198  0.083
H  -2.4662  4.4306  -3.2067  0.088
H  -3.8979  3.9979  -4.0967  0.108
H  -3.4305  4.1167  -1.1848  0.092
H  -4.2804  2.6510  -1.6562  0.102
H  -5.4668  5.1344  -1.1868  0.113
H  -5.3498  5.1356  -2.9459  0.107
H  -9.1115  2.1087  -3.8876  0.116
H  -6.3617  0.4907  -0.8846  0.111

Forces on atoms 1 to 6 (eV/Å):
O 0.029 0.022 0.023
C -0.007 -0.006 -0.003
C -0.025 0.023 0.003
C -0.015 0.010 -0.007
C -0.055 -0.062 0.021
O 0.082 0.013 0.022

Output
Structure (SMILES)   O=C1C=CC(=O)C=C1.O=C1C=CC(=O)C=C1.O=C1C=CC(=O)C=C1.O=C1C=CC(=O)C=C1.O=C1C=CC(=O)C=C1.O=C1C=CC(=O)C=C1.O=C1C=CC(=O)C=C1.O=C1C=CC(=O)C=C1.NCCCCCB1OBOBO1
HOMO   -9.0 eV



C53H46Cl3I2N3O2SSbSn | wB97M-V/def2-TZVPD

Last column: Löwdin charge in e.
Element x y z (Å)
Sn  0.5395  -0.1091  -0.7806  1.519
C  -2.0049  -0.3792  -5.9620  -0.040
C  -1.2380  -1.0663  -4.8206  -0.377
C  -1.3589  -2.5855  -4.9636  -0.072
C  -1.7763  -0.5454  -3.5009  -0.235
C  -1.4396  0.7378  -3.0629  -0.150
C  -2.1380  1.3564  -2.0235  -0.117
C  -3.1776  0.6965  -1.3714  -0.280
C  -4.1361  1.4296  -0.4726  -0.036
C  -3.4012  -0.6439  -1.7039  -0.019
C  -2.7310  -1.2450  -2.7593  -0.029
H  -1.6077  -0.6937  -6.9299  0.093
H  -1.9299  0.7079  -5.9022  0.084
H  -3.0617  -0.6539  -5.9212  0.096
H  -0.1844  -0.7769  -4.8976  0.127
H  -2.3922  -2.8742  -5.1730  0.067
H  -1.0401  -3.0990  -4.0540  0.045
H  -0.7423  -2.9373  -5.7934  0.095
H  -0.7191  1.3204  -3.6314  0.122
H  -1.9489  2.4016  -1.8038  0.117
H  -3.6822  2.3108  -0.0188  0.068
H  -4.5395  0.7880  0.3093  0.071
H  -4.9808  1.7755  -1.0738  0.104
H  -4.1799  -1.1961  -1.1847  0.124
H  -3.0204  -2.2476  -3.0573  0.059
I  -0.6857  0.0195  4.8028  1.180
C  0.7312  -1.0005  3.6724  -0.569
C  1.5281  -1.8901  4.3755  -0.211
C  2.6367  -2.4941  3.7903  -0.617
I  3.7602  -3.7747  4.9489  1.180
C  2.9932  -2.1936  2.4245  -0.177
C  4.1507  -2.6707  1.7862  0.015
C  4.4075  -2.3277  0.4815  0.022
C  3.4860  -1.5280  -0.1865  -0.081
N  2.3831  -1.0761  0.3963  -0.023
C  2.1410  -1.3673  1.6855  -0.153
C  0.9450  -0.7692  2.2788  -0.382
O  0.1641  -0.1030  1.5435  -0.233
H  1.2858  -2.0986  5.4090  0.088
H  4.8454  -3.2955  2.3335  0.086
H  5.2986  -2.6722  -0.0250  0.136
H  3.6479  -1.2359  -1.2162  0.122
C  2.2452  4.5649  5.9368  -0.038
C  2.6056  4.5217  4.5947  -0.054
C  1.6995  4.0691  3.6455  -0.128
C  0.4318  3.6755  4.0628  -0.402
C  0.0597  3.7056  5.4046  -0.149
C  0.9756  4.1677  6.3401  -0.047
Sb  -0.9844  3.0799  2.6010  1.675
C  -1.3061  4.8599  1.4673  -0.375
C  -0.2937  5.3686  0.6560  -0.135
C  -0.4800  6.5963  0.0388  -0.055
C  -1.6760  7.2864  0.2104  -0.037
C  -2.6840  6.7623  1.0105  -0.045
C  -2.5082  5.5385  1.6459  -0.110
C  -2.8758  2.6139  3.4544  -0.434
C  -3.3940  3.4691  4.4269  -0.135
C  -4.5946  3.1309  5.0455  -0.045
C  -5.2548  1.9627  4.6928  -0.040
C  -4.7255  1.1170  3.7216  -0.059
C  -3.5278  1.4370  3.0996  -0.203
H  2.9608  4.9052  6.6745  0.123
H  3.5934  4.8404  4.2847  0.119
H  1.9837  4.0325  2.6004  0.093
H  -0.9246  3.3834  5.7244  0.084
H  0.6935  4.2146  7.3854  0.122
H  0.6302  4.8233  0.5063  0.091
H  0.3094  7.0162  -0.5726  0.119
H  -1.8236  8.2371  -0.2865  0.123
H  -3.6122  7.3042  1.1440  0.122
H  -3.2991  5.1431  2.2715  0.093
H  -2.8773  4.3788  4.7137  0.109
H  -4.9981  3.7790  5.8134  0.123
H  -6.1855  1.7047  5.1830  0.123
H  -5.2394  0.1993  3.4617  0.118
H  -3.0985  0.7694  2.3604  0.083
Cl  -2.0575  -11.2859  -5.0246  0.738
C  -1.8186  -9.7711  -4.2463  -0.660
C  -2.1279  -8.5967  -4.9092  -0.080
C  -1.8880  -7.3865  -4.2825  -0.027
C  -1.3558  -7.3141  -2.9999  -0.207
C  -1.0477  -5.9428  -2.4259  -0.295
C  0.4637  -5.7230  -2.3662  -0.029
N  0.7843  -4.2832  -2.3137  -0.019
C  1.5817  -3.5983  -3.2026  -0.010
C  1.5385  -2.2916  -2.8352  -0.150
N  0.7284  -2.1806  -1.7174  -0.126
C  0.2916  -3.4038  -1.4344  -0.104
O  -1.5217  -5.6886  -1.1103  -0.147
C  -2.9019  -5.2813  -1.0224  -0.135
C  -3.8808  -6.2154  -1.6573  -0.335
C  -4.5753  -5.9336  -2.7938  -0.967
Cl  -4.5048  -4.4772  -3.7102  0.695
S  -5.5920  -7.2188  -3.2868  1.044
C  -5.0840  -8.1735  -1.9612  -0.372
C  -4.1866  -7.5259  -1.1795  -0.130
C  -1.0720  -8.5158  -2.3491  -0.572
Cl  -0.4238  -8.5576  -0.7355  0.749
C  -1.3036  -9.7355  -2.9623  -0.114
H  -2.5426  -8.6320  -5.9090  0.119
H  -2.1282  -6.4633  -4.8044  0.119
H  -1.4770  -5.1929  -3.1052  0.134
H  0.9356  -6.1459  -3.2478  0.149
H  0.8500  -6.2172  -1.4798  0.118
H  2.0979  -4.0864  -4.0141  0.147
H  2.0197  -1.4392  -3.2942  0.118
H  -0.3672  -3.6812  -0.6262  0.152
H  -3.0102  -4.2887  -1.4755  0.091
H  -3.0947  -5.2055  0.0474  0.137
H  -5.4987  -9.1626  -1.8211  0.085
H  -3.7387  -7.9553  -0.2897  0.124
H  -1.0672  -10.6566  -2.4451  0.114

Forces on atoms 1 to 6 (eV/Å):
Sn 0.156 -0.066 0.017
C 0.133 0.011 -0.066
C -0.167 -0.089 0.076
C 0.103 0.129 -0.025
C 0.075 0.062 0.031
C -0.216 0.053 -0.206

Output
Net charge   +3
ΔE to the lowest compared entry with this formula, charge and spin   193.28 kJ/mol
HOMO (alpha / beta)   -13.8 / -13.8 eV



C53H46I4MgN6O2S | wB97M-V/def2-TZVPD

Last column: Löwdin charge in e.
Element x y z (Å)
Mg  -0.9535  0.0935  0.1891  0.664
I  -6.1074  5.4296  6.6505  0.851
C  -5.0445  4.1922  5.3563  -0.737
C  -5.4485  2.8414  5.1893  -0.145
C  -4.8233  2.0381  4.2533  -0.036
C  -3.7933  2.5536  3.4684  -0.205
C  -3.3356  3.8566  3.6596  -0.036
C  -3.9576  4.6728  4.6010  -0.132
C  -3.0100  1.7103  2.4845  -0.064
C  -3.1168  2.0206  1.1165  -0.228
C  -3.8327  3.1728  0.5797  0.017
C  -3.7391  3.1032  -0.7959  -0.008
C  -2.9709  1.9144  -1.0879  -0.225
C  -2.6417  1.3914  -2.3853  -0.047
C  -2.3399  2.2860  -3.5189  -0.141
C  -1.8506  3.5890  -3.2527  -0.044
C  -1.4593  4.4110  -4.2770  -0.155
C  -1.5258  4.0339  -5.6383  -0.687
I  -0.9683  5.3813  -7.1947  0.795
C  -1.9435  2.7028  -5.8882  -0.137
C  -2.3145  1.8386  -4.8627  -0.017
C  -2.4329  -0.0171  -2.5183  -0.197
N  -1.6120  -0.7520  -1.6234  0.052
C  -1.4819  -2.0165  -2.1484  -0.241
C  -0.6959  -3.0395  -1.5955  -0.075
C  -0.6855  -4.3713  -2.2643  -0.192
C  -0.2823  -4.5071  -3.5884  -0.057
C  -0.3734  -5.7268  -4.2212  -0.153
C  -0.9666  -6.8348  -3.5881  -0.724
I  -1.2416  -8.6228  -4.6418  0.843
C  -1.3554  -6.6959  -2.2335  -0.136
C  -1.1846  -5.4991  -1.5735  -0.030
C  -0.0090  -2.8708  -0.3817  -0.224
C  0.8676  -3.9151  0.1832  -0.025
C  1.2794  -3.4830  1.4047  -0.001
C  0.6605  -2.1738  1.6252  -0.238
N  -0.0323  -1.7982  0.4896  0.079
C  0.6100  -1.5710  2.8831  -0.074
C  -0.3855  -0.6422  3.1829  -0.208
C  -0.7548  -0.2140  4.5270  0.001
C  -1.7739  0.6717  4.4266  0.014
C  -2.0691  0.7976  2.9883  -0.207
N  -1.2324  -0.0334  2.2645  0.078
C  1.5066  -2.1130  3.9971  -0.185
C  2.8802  -1.9082  4.0178  -0.029
C  3.6697  -2.4778  5.0395  -0.137
C  3.0744  -3.2765  5.9998  -0.723
I  4.1671  -4.0523  7.6277  0.819
C  1.6831  -3.5108  5.9428  -0.152
C  0.9088  -2.9286  4.9667  -0.050
C  -2.3336  -2.1554  -3.3211  0.008
C  -2.9137  -0.9256  -3.5332  -0.034
N  -2.5962  1.2769  0.0948  0.067
H  -6.2738  2.4218  5.7781  0.098
H  -5.1136  0.9864  4.1509  0.131
H  -2.5119  4.2013  3.0701  0.117
H  -3.5684  5.6544  4.8029  0.088
H  -4.3019  3.9105  1.2281  0.107
H  -4.1256  3.8021  -1.5529  0.120
H  -1.6921  3.9532  -2.2424  0.105
H  -1.0919  5.3833  -3.9931  0.091
H  -1.9984  2.2966  -6.8912  0.095
H  -2.5957  0.8163  -5.1233  0.092
H  0.1007  -3.6560  -4.1413  0.121
H  -0.0028  -5.8398  -5.2418  0.095
H  -1.8562  -7.5197  -1.7072  0.103
H  -1.4445  -5.3955  -0.5206  0.128
H  1.0446  -4.9022  -0.2684  0.114
H  1.9223  -4.0397  2.1092  0.123
H  -0.3089  -0.5881  5.4407  0.108
H  -2.3539  1.1515  5.1997  0.108
H  3.3498  -1.2694  3.2823  0.028
H  4.7334  -2.2362  5.0555  0.100
H  1.1965  -4.2226  6.6253  0.100
H  -0.1627  -3.1007  4.9624  0.126
H  -2.4525  -3.0878  -3.8848  0.112
H  -3.6840  -0.6621  -4.2692  0.111
C  0.9667  3.2030  2.6631  -0.083
O  0.1904  2.6918  1.5787  -0.208
C  0.4046  3.4054  0.3729  -0.184
C  1.2130  2.5589  -0.5716  -0.194
O  0.4585  1.3997  -0.9405  -0.241
C  0.9597  0.9414  -2.2028  -0.055
H  0.9492  4.3171  2.7081  0.093
H  2.0185  2.8643  2.5349  0.067
H  0.5373  2.7913  3.5903  0.091
H  0.9458  4.3600  0.5281  0.135
H  -0.5798  3.5989  -0.0759  0.122
H  2.1764  2.2305  -0.1319  0.075
H  1.3954  3.1038  -1.5038  0.125
H  2.0285  0.6730  -2.0823  0.070
H  0.8692  1.7367  -2.9634  0.104
H  0.3959  0.0421  -2.4576  0.086
C  5.0200  1.8105  -2.7971  -0.078
C  5.8021  0.8741  -1.8980  -0.245
N  5.1432  0.7779  -0.6018  0.002
C  4.1010  0.0346  -0.1644  -0.802
S  3.3562  0.4357  1.3247  0.663
N  3.5618  -0.9690  -0.8802  0.005
C  4.0812  -1.5444  -2.0943  -0.262
C  3.3145  -2.7735  -2.5577  -0.065
H  5.4252  1.7961  -3.8019  0.074
H  5.1239  2.8501  -2.4168  0.090
H  3.9534  1.5991  -2.8388  0.053
H  6.7936  1.2886  -1.7011  0.120
H  5.9863  -0.1315  -2.3021  0.091
H  5.3631  1.5405  0.0295  0.114
H  2.8581  -1.5225  -0.3847  0.116
H  5.1486  -1.8160  -1.9555  0.120
H  4.1066  -0.7736  -2.8747  0.102
H  3.4793  -3.6350  -1.8834  0.090
H  3.6876  -3.0526  -3.5286  0.071
H  2.2384  -2.6113  -2.6633  0.065

Forces on atoms 1 to 6 (eV/Å):
Mg 0.303 -0.647 0.132
I 0.143 -0.019 0.016
C 0.409 -1.220 -0.867
C -0.348 0.941 0.417
C 0.261 -0.201 -0.192
C 1.102 -0.326 -0.433

Output
ΔE to the lowest compared entry with this formula, charge and spin   0.00 kJ/mol
HOMO (alpha / beta)   -6.5 / -6.5 eV